The following is a quantum chemistry calculation of a 2-piece molecular cluster, C5H12N2 overall in a non-equilibrium geometry, from the Open Molecules 2025 dataset.

Geometry as XYZ:
```
19
Properties=species:S:1:pos:R:3:forces:R:3:mulliken_charge:R:1
C -1.965816 2.597135 1.535816 0.421 0.987 0.552 -0.1213
C -1.974343 1.432815 1.814223 -1.518 -0.490 -0.965 -0.1895
C -2.241997 -0.002181 1.787908 1.169 -0.294 -1.854 -0.7344
H -1.900275 3.660989 1.516515 0.027 -0.082 -0.172 0.3874
H -1.762552 -0.390413 0.777601 -0.946 0.333 2.252 0.1370
H -3.269384 -0.349677 1.907322 -0.145 0.657 -0.404 0.3017
H -1.762589 -0.355502 2.659742 0.968 -1.193 0.695 0.2835
C 1.063826 -1.777048 -0.936318 -1.037 1.670 -1.283 -1.1338
C 1.431796 -0.680284 0.057494 -2.745 0.902 1.011 -0.1946
N 1.011806 0.679007 -0.516720 0.877 0.149 2.462 -0.5393
N -0.350161 0.614755 -0.906513 -2.021 1.100 -1.355 -0.3374
H 1.206872 -2.792634 -0.597970 0.151 -0.130 0.044 0.3474
H 0.003537 -1.618980 -1.407839 1.942 -0.453 1.296 0.2715
H 1.771187 -1.465738 -1.726580 -0.278 -1.009 -0.256 0.2825
H 0.942123 -0.685292 1.092909 0.527 -0.819 -1.207 0.2708
H 2.485540 -0.646903 0.192301 0.929 0.093 0.169 0.3543
H 1.055225 1.248182 0.382314 -0.083 -0.346 -1.889 0.2792
H -1.031797 1.280918 -0.434839 1.728 -0.882 -0.486 0.0977
H -0.389287 0.842545 -1.928275 0.036 -0.193 1.390 0.2372
```
Positions in Å, forces in eV/Å.

**HOMO level**: -8.331 eV
**Charge**: 0
**LUMO**: 1.0 eV
**E_tot**: -307.06631 hartree
**Orbital gap**: 0.342 Ha
**M**: 100.16 Da
**SMILES**: C#CC.CCNN
**Relative energy (zero: lowest compared OMol25 entry of this formula, charge and spin)**: 102.3 kcal/mol